A structure of composition C32H30Cl5LaN7O2 in a non-equilibrium geometry, computed with ωB97M-V/def2-TZVPD.

Values from the calculation:
Frontier orbital gap ... 5.2354 eV
Strongest force on any atom ... 1.33 eV Å⁻¹
Net charge ... +3
Spin multiplicity ... 1
Relative energy (zero: lowest compared OMol25 entry of this formula, charge and spin) ... 5.65 kcal/mol
LUMO energy ... -7.823 eV

The geometry in XYZ format:
```
77
Properties=species:S:1:pos:R:3:mulliken_charge:R:1
La 0.550 -1.520 2.141 2.206
Cl -4.402 -2.885 7.614 -0.130
C -3.244 -2.945 6.362 0.403
C -2.727 -1.753 5.844 -0.365
Cl -3.228 -0.235 6.436 -0.152
C -1.789 -1.849 4.828 0.890
Cl -1.105 -0.366 4.119 -0.255
C -1.347 -3.061 4.310 -0.607
O -0.441 -3.034 3.327 -0.588
C -1.868 -4.239 4.832 0.431
Cl -1.315 -5.729 4.191 -0.167
C -2.816 -4.180 5.857 0.155
Cl -3.450 -5.627 6.494 -0.124
N 6.558 -3.489 1.345 -0.298
C 5.241 -2.906 0.823 0.149
C 4.382 -4.034 0.226 -1.525
C 3.031 -4.267 0.916 0.149
N 1.957 -3.316 0.474 -0.578
C 3.209 -4.249 2.429 -1.233
C 3.854 -2.965 2.993 0.157
N 2.839 -2.131 3.683 -0.683
C 4.543 -2.114 1.922 -0.880
H 7.062 -3.974 0.595 0.383
H 6.417 -4.170 2.095 0.327
H 7.181 -2.759 1.702 0.395
H 5.570 -2.218 0.045 0.459
H 4.920 -4.983 0.308 0.527
H 4.258 -3.879 -0.846 0.285
H 2.716 -5.269 0.623 0.495
H 1.120 -3.894 0.375 0.363
H 2.132 -3.009 -0.481 0.190
H 3.831 -5.108 2.694 0.369
H 2.256 -4.439 2.931 0.467
H 4.605 -3.267 3.733 0.389
H 3.302 -1.368 4.175 0.317
H 2.427 -2.694 4.428 0.256
H 5.236 -1.401 2.378 0.611
H 3.804 -1.498 1.398 -0.071
C -5.071 6.798 -7.981 -0.793
O -4.068 7.150 -7.025 -0.436
C -3.671 6.250 -6.122 1.003
C -4.260 5.001 -5.921 -0.547
C -3.745 4.156 -4.954 -0.776
C -2.652 4.531 -4.176 0.285
C -2.085 5.799 -4.370 -0.468
C -2.584 6.648 -5.325 -0.795
C -2.142 3.600 -3.186 0.362
N -2.682 2.432 -2.872 -0.797
C -1.866 1.906 -1.927 0.886
C -0.804 2.746 -1.644 -0.071
N -1.002 3.833 -2.456 -0.073
C 0.174 2.427 -0.673 0.180
C 1.253 3.255 -0.308 -0.524
C 2.134 2.868 0.666 -0.980
C 1.942 1.628 1.280 -0.069
N 0.943 0.821 0.954 -0.411
C 0.048 1.189 0.004 0.097
C -1.063 0.291 -0.291 0.386
N -1.179 -0.891 0.384 -0.533
C -2.226 -1.674 0.147 0.020
C -3.218 -1.368 -0.786 -0.969
C -3.111 -0.195 -1.488 -0.525
C -2.023 0.661 -1.245 0.271
H -4.891 7.435 -8.842 0.261
H -6.063 6.986 -7.571 0.329
H -4.977 5.758 -8.293 0.324
H -5.118 4.681 -6.492 0.371
H -4.201 3.189 -4.800 0.451
H -1.252 6.145 -3.769 0.240
H -2.160 7.628 -5.492 0.448
H -0.416 4.643 -2.562 0.188
H 1.380 4.216 -0.791 0.473
H 2.952 3.507 0.965 0.467
H 2.612 1.301 2.070 0.428
H -2.287 -2.590 0.728 0.477
H -4.045 -2.047 -0.933 0.473
H -3.845 0.106 -2.225 0.632
```

=====

A structure of composition C32H30F6I2N4O4P2S2Se4Ti in a non-equilibrium geometry, computed with ωB97M-V/def2-TZVPD.

Values from the calculation:
Frontier orbital gap ... 4.9708 eV
Strongest force on any atom ... 1.20 eV Å⁻¹
Net charge ... +2
Spin multiplicity ... 1
Relative energy (zero: lowest compared OMol25 entry of this formula, charge and spin) ... 34.07 kcal/mol
LUMO energy ... -7.481 eV

The geometry in XYZ format:
```
87
Properties=species:S:1:pos:R:3:mulliken_charge:R:1
Ti -1.220 -0.718 2.546 0.127
F 1.648 -2.420 6.379 -0.151
C 0.700 -1.534 6.548 0.676
F 0.816 -0.909 7.693 -0.177
F -0.505 -2.063 6.430 -0.172
S 0.958 -0.279 5.217 1.017
O 0.486 -0.922 3.953 -0.398
O 2.296 0.175 5.264 -0.580
N -0.133 0.864 5.639 -0.562
S -1.252 0.911 4.602 1.024
O -2.037 -0.366 4.443 -0.649
O -0.810 1.230 3.206 -0.086
C -2.526 2.195 5.086 0.509
F -3.457 2.120 4.169 -0.171
F -2.976 1.860 6.261 -0.146
F -1.932 3.351 5.079 -0.135
Se 2.053 -2.685 -2.869 -0.240
P 2.497 -0.765 -2.121 0.584
C 1.886 0.605 -3.102 0.427
C 1.446 0.362 -4.399 -0.818
C 1.025 1.422 -5.195 -0.786
C 1.051 2.722 -4.697 -0.784
C 1.495 2.967 -3.401 -1.431
C 1.910 1.911 -2.601 0.063
C 4.234 -0.418 -1.787 0.878
C 4.891 0.622 -2.451 -0.188
C 6.252 0.826 -2.252 -0.811
C 6.961 -0.005 -1.400 -0.455
C 6.318 -1.055 -0.754 -0.819
C 4.963 -1.274 -0.950 -0.464
C 1.582 -0.673 -0.511 0.051
C 0.370 -0.221 -0.103 -0.677
N 0.128 -0.820 1.129 1.914
N 1.208 -1.602 1.447 -0.261
N 2.058 -1.519 0.499 -0.529
P -0.859 0.921 -0.688 0.237
Se -2.497 0.673 0.780 -0.132
C -0.226 2.576 -0.589 1.042
C 0.530 2.909 0.540 -0.397
C 1.023 4.195 0.672 -1.111
C 0.752 5.146 -0.309 -0.622
C 0.001 4.811 -1.427 -0.871
C -0.489 3.522 -1.576 -0.569
C -1.488 0.501 -2.278 1.098
C -0.980 -0.602 -2.962 -0.256
C -1.529 -0.943 -4.190 -1.135
C -2.581 -0.203 -4.715 -0.700
C -3.103 0.884 -4.019 -0.921
C -2.565 1.241 -2.796 -0.736
H 1.445 -0.655 -4.776 0.483
H 0.689 1.235 -6.210 0.461
H 0.733 3.550 -5.325 0.455
H 1.533 3.983 -3.022 0.830
H 2.272 2.108 -1.593 0.980
H 4.357 1.265 -3.134 0.344
H 6.758 1.630 -2.774 0.428
H 8.024 0.154 -1.251 0.405
H 6.881 -1.719 -0.106 0.398
H 4.477 -2.109 -0.468 0.420
H 0.741 2.174 1.302 0.505
H 1.623 4.457 1.536 0.516
H 1.136 6.154 -0.202 0.444
H -0.198 5.553 -2.193 0.494
H -1.041 3.257 -2.470 0.430
H -0.150 -1.187 -2.574 0.802
H -1.121 -1.788 -4.737 0.545
H -3.005 -0.477 -5.674 0.485
H -3.931 1.451 -4.430 0.488
H -2.998 2.070 -2.242 0.586
C -1.444 -4.403 -0.893 -1.026
Se -2.111 -2.756 -0.132 -0.047
C -3.824 -3.396 0.473 -0.642
C -4.638 -2.277 1.087 -0.994
Se -3.885 -1.382 2.638 0.236
C -4.192 -2.719 3.997 -0.974
H -1.411 -5.182 -0.138 0.425
H -0.443 -4.185 -1.260 0.205
H -2.099 -4.677 -1.712 0.401
H -3.645 -4.210 1.167 0.448
H -4.344 -3.787 -0.397 0.550
H -5.594 -2.648 1.448 0.573
H -4.824 -1.472 0.388 0.467
H -5.238 -2.639 4.273 0.406
H -3.557 -2.479 4.845 0.212
H -3.951 -3.702 3.612 0.350
I -1.017 -3.617 2.665 0.295
I -0.384 -5.101 4.836 -0.086
```

=====

A structure of composition C32H31AsN7O2Os, computed with ωB97M-V/def2-TZVPD.

Values from the calculation:
Frontier orbital gap (spin up / spin down) ... 5.1603 / 5.1448 eV
Strongest force on any atom ... 0.57 eV Å⁻¹
Net charge ... +3
Spin multiplicity ... 1
Relative energy (zero: lowest compared OMol25 entry of this formula, charge and spin) ... 0.00 kcal/mol
LUMO energy (spin up / spin down) ... -10.890 / -10.905 eV

The geometry in XYZ format:
```
74
Properties=species:S:1:pos:R:3:mulliken_charge:R:1
Os -0.318 0.185 1.097 1.094
C -3.512 -0.043 0.349 -1.756
O -2.214 0.556 0.100 1.196
C -2.175 1.765 -0.616 0.260
C -3.266 2.270 -1.286 -0.694
C -3.106 3.444 -2.021 -0.924
C -1.879 4.087 -2.077 -0.889
C -0.791 3.578 -1.386 -0.617
C -0.935 2.415 -0.639 0.498
N 0.119 1.838 0.138 1.191
N 1.217 2.527 0.150 -0.979
C 2.343 2.107 0.729 0.695
C 2.527 0.805 1.336 0.571
O 1.543 -0.034 1.510 -0.824
C 3.807 0.382 1.754 -1.037
C 4.862 1.234 1.651 -0.861
C 4.734 2.556 1.123 0.734
C 5.846 3.404 1.059 -0.904
C 5.717 4.680 0.556 -0.620
C 4.471 5.130 0.107 -0.770
C 3.364 4.310 0.156 -0.445
C 3.476 3.008 0.662 0.668
H -3.931 -0.399 -0.591 0.461
H -4.173 0.686 0.812 0.427
H -3.334 -0.877 1.021 0.454
H -4.227 1.777 -1.270 0.544
H -3.954 3.848 -2.558 0.497
H -1.770 4.992 -2.659 0.474
H 0.165 4.077 -1.417 0.533
H 3.907 -0.604 2.184 0.540
H 5.838 0.912 1.994 0.445
H 6.805 3.047 1.411 0.454
H 6.576 5.335 0.510 0.440
H 4.373 6.135 -0.280 0.443
H 2.409 4.679 -0.186 0.404
N -2.887 1.559 4.113 0.129
C -2.174 1.865 3.037 -0.343
N -1.552 0.754 2.646 0.104
C -1.929 -0.196 3.564 0.245
N -2.750 0.266 4.459 -0.606
C -1.335 -1.509 3.418 0.509
C -1.485 -2.549 4.321 -0.706
N -0.815 -3.685 4.179 -0.456
C 0.027 -3.766 3.162 -0.458
C 0.178 -2.733 2.240 -0.436
N -0.525 -1.608 2.343 0.448
H -3.467 2.170 4.678 0.199
H -2.129 2.840 2.578 0.572
H -2.153 -2.451 5.169 0.512
H 0.603 -4.678 3.058 0.416
H 0.882 -2.815 1.425 0.468
C -0.679 -0.395 -2.511 -1.313
As -0.183 -1.325 -0.898 0.622
C 1.640 -1.863 -1.239 -1.326
C -1.325 -2.911 -0.820 -0.636
C -1.249 -3.615 -2.147 -0.005
C -2.177 -3.333 -3.146 -0.247
C -2.096 -3.973 -4.373 -0.756
C -1.085 -4.897 -4.608 -0.515
C -0.162 -5.190 -3.612 -0.759
C -0.243 -4.550 -2.384 -0.284
H -0.399 -1.032 -3.349 0.603
H -0.144 0.550 -2.573 0.478
H -1.750 -0.216 -2.540 0.315
H 1.623 -2.500 -2.124 0.579
H 2.071 -2.408 -0.403 0.303
H 2.240 -0.976 -1.439 0.448
H -2.334 -2.570 -0.594 0.516
H -0.981 -3.539 -0.002 0.558
H -2.985 -2.632 -2.959 0.376
H -2.827 -3.766 -5.142 0.439
H -1.027 -5.402 -5.562 0.428
H 0.609 -5.927 -3.789 0.428
H 0.461 -4.806 -1.598 0.452
```